Record 1
Entry from OMol25: C52H58F6N2O2P2SbTi as an isolated structure in a non-equilibrium geometry (ωB97M-V with the def2-TZVPD basis set).

Each line ends with the Löwdin charge.
CARTESIAN COORDINATES (ANGSTROEM)
1 Ti 1.54 -0.24 0.46  1.01
2 C -0.18 -2.61 1.10  -0.11
3 C -1.28 -2.98 0.16  -0.04
4 C -2.20 -1.99 0.28  -0.06
5 C -1.57 -0.91 1.13  -0.10
6 C -0.88 -1.18 2.46  -0.17
7 C -0.97 -0.17 3.60  -0.47
8 C 0.11 -0.40 4.67  -0.01
9 C -0.80 1.27 3.10  -0.03
10 C -2.35 -0.34 4.25  -0.01
11 C -3.59 -1.76 -0.27  -0.51
12 C -4.51 -2.98 -0.10  -0.03
13 C -3.49 -1.38 -1.75  -0.02
14 C -4.28 -0.60 0.48  -0.04
15 C -1.20 -4.34 -0.52  -0.49
16 C -1.95 -5.38 0.31  -0.02
17 C 0.26 -4.82 -0.61  -0.04
18 C -1.71 -4.31 -1.97  -0.03
19 H 0.79 -3.08 0.99  0.12
20 H -1.89 0.11 0.97  0.12
21 H 1.09 -0.12 4.28  0.08
22 H 0.13 -1.43 5.01  0.09
23 H -0.10 0.23 5.53  0.10
24 H 0.18 1.37 2.65  0.06
25 H -0.86 1.95 3.94  0.11
26 H -1.57 1.56 2.39  0.09
27 H -2.44 -1.31 4.73  0.09
28 H -3.15 -0.22 3.52  0.08
29 H -2.49 0.42 5.02  0.10
30 H -4.13 -3.85 -0.61  0.06
31 H -5.49 -2.75 -0.51  0.09
32 H -4.63 -3.22 0.96  0.09
33 H -3.25 -2.24 -2.37  0.07
34 H -2.71 -0.63 -1.90  0.06
35 H -4.44 -0.97 -2.10  0.09
36 H -4.28 -0.77 1.55  0.08
37 H -5.32 -0.54 0.16  0.10
38 H -3.83 0.36 0.26  0.07
39 H -1.41 -5.59 1.23  0.07
40 H -2.03 -6.31 -0.25  0.10
41 H -2.95 -5.05 0.58  0.07
42 H 0.68 -5.03 0.37  0.09
43 H 0.88 -4.09 -1.12  0.05
44 H 0.29 -5.74 -1.18  0.10
45 H -2.78 -4.19 -2.03  0.06
46 H -1.45 -5.25 -2.45  0.09
47 H -1.22 -3.50 -2.52  0.09
48 C 0.88 0.87 -3.43  -0.19
49 N 0.92 1.87 -2.35  -0.50
50 P -0.59 1.71 -1.44  1.08
51 C -1.73 2.28 -2.77  -0.38
52 C -1.28 3.09 -3.81  -0.11
53 C -2.16 3.53 -4.78  -0.06
54 C -3.50 3.19 -4.72  -0.07
55 C -3.96 2.43 -3.66  -0.06
56 C -3.08 1.98 -2.69  -0.11
57 C -0.64 3.28 -0.46  -0.35
58 C -1.40 4.40 -0.76  -0.07
59 C -1.41 5.48 0.10  -0.06
60 C -0.67 5.46 1.27  -0.06
61 C 0.08 4.35 1.59  -0.06
62 C 0.08 3.26 0.73  -0.17
63 P 2.32 1.58 -1.36  1.04
64 C 3.66 1.85 -2.60  -0.33
65 C 3.48 2.83 -3.57  -0.09
66 C 4.50 3.16 -4.44  -0.06
67 C 5.72 2.52 -4.34  -0.06
68 C 5.92 1.55 -3.37  -0.06
69 C 4.90 1.22 -2.50  -0.10
70 C 2.70 3.18 -0.55  -0.35
71 C 2.19 4.41 -0.93  -0.10
72 C 2.59 5.56 -0.27  -0.07
73 C 3.52 5.48 0.76  -0.07
74 C 4.07 4.26 1.11  -0.05
75 C 3.67 3.11 0.46  -0.09
76 H 0.07 1.11 -4.12  0.07
77 H 0.72 -0.15 -3.07  0.06
78 H 1.82 0.90 -3.98  0.07
79 H -0.24 3.39 -3.86  0.10
80 H -1.80 4.15 -5.59  0.11
81 H -4.19 3.53 -5.49  0.11
82 H -5.01 2.18 -3.59  0.11
83 H -3.45 1.41 -1.86  0.08
84 H -1.99 4.44 -1.67  0.10
85 H -2.01 6.35 -0.15  0.11
86 H -0.70 6.31 1.94  0.11
87 H 0.66 4.31 2.50  0.12
88 H 0.68 2.39 0.96  0.04
89 H 2.53 3.35 -3.63  0.10
90 H 4.34 3.92 -5.19  0.11
91 H 6.52 2.78 -5.01  0.11
92 H 6.87 1.05 -3.28  0.11
93 H 5.08 0.47 -1.73  0.08
94 H 1.46 4.47 -1.73  0.10
95 H 2.18 6.51 -0.56  0.11
96 H 3.82 6.37 1.28  0.11
97 H 4.80 4.19 1.90  0.11
98 H 4.10 2.15 0.72  0.10
99 O 3.86 0.70 2.93  0.17
100 C 2.94 0.23 2.32  -0.59
101 O 2.07 0.98 1.56  -0.23
102 C 2.39 -1.11 2.16  -0.11
103 C 2.42 -1.97 3.19  -0.05
104 C 1.66 -3.16 3.49  -0.03
105 C 0.34 -3.47 3.37  -0.12
106 C -0.04 -4.76 3.89  -0.03
107 C -1.30 -5.23 3.93  -0.06
108 C -2.38 -4.40 3.46  -0.06
109 C -2.11 -3.25 2.84  -0.02
110 C -0.73 -2.71 2.60  -0.16
111 N -0.13 -1.11 1.18  -0.02
112 H 3.14 -1.74 3.98  0.15
113 H 2.24 -3.89 4.04  0.12
114 H 0.76 -5.36 4.29  0.12
115 H -1.53 -6.19 4.35  0.11
116 H -3.39 -4.71 3.64  0.12
117 H -2.92 -2.62 2.53  0.11
118 F 1.44 -1.50 -1.02  -0.41
119 Sb 3.47 -2.21 -1.47  1.60
120 F 3.78 -0.73 -0.18  -0.37
121 F 3.20 -1.09 -2.99  -0.30
122 F 3.10 -3.20 0.14  -0.31
123 F 2.81 -3.65 -2.50  -0.31
124 F 5.33 -2.34 -1.66  -0.30

Output
Gap between HOMO and LUMO: 6.2 eV
Net charge: +1
Total energy: -126471.808 eV
HOMO energy: -10.405 eV
Relative energy (zero: lowest compared OMol25 entry of this formula, charge and spin): 173.2 kcal per mole

***

Record 2
Entry from OMol25: C52H59BFeN6P2S5 as an isolated structure in a non-equilibrium geometry (ωB97M-V with the def2-TZVPD basis set).

Each line ends with the Mulliken spin population.
CARTESIAN COORDINATES (ANGSTROEM)
1 Fe 1.15 -0.48 1.23  3.80
2 C -0.85 -2.84 -3.03  0.00
3 C -1.73 -1.81 -2.39  0.00
4 C -3.00 -1.56 -2.79  0.01
5 C -3.79 -0.58 -2.14  0.00
6 N -3.35 0.03 -1.07  0.01
7 N -2.10 -0.23 -0.66  -0.04
8 B -1.64 0.48 0.59  0.50
9 N -2.22 -0.03 1.90  0.00
10 N -3.30 0.72 2.15  0.02
11 C -3.93 0.58 3.28  0.00
12 C -3.46 -0.33 4.26  0.01
13 C -2.39 -1.12 3.99  0.02
14 C -1.83 -2.09 4.99  0.01
15 C -1.75 -0.97 2.73  -0.04
16 S -0.41 -1.95 2.27  0.13
17 C -5.20 1.40 3.49  0.00
18 C -6.37 0.41 3.58  0.00
19 C -5.43 2.36 2.32  0.00
20 C -5.10 2.20 4.80  0.00
21 N -1.23 1.85 0.49  0.02
22 N -1.67 2.53 -0.60  0.17
23 C -1.35 3.79 -0.73  -0.03
24 C -0.52 4.45 0.19  0.19
25 C 0.01 3.76 1.26  -0.15
26 C 0.99 4.37 2.20  -0.02
27 C -0.36 2.41 1.41  0.33
28 S 0.29 1.38 2.62  0.12
29 C -2.02 4.49 -1.91  -0.02
30 C -1.88 3.63 -3.17  -0.01
31 C -3.51 4.64 -1.55  0.00
32 C -1.43 5.87 -2.17  0.01
33 C -1.24 -1.03 -1.30  -0.16
34 S 0.42 -1.02 -0.89  0.14
35 C -5.17 -0.21 -2.66  0.00
36 C -5.77 0.94 -1.86  0.00
37 C -6.08 -1.45 -2.55  0.00
38 C -5.04 0.21 -4.13  0.00
39 H -1.30 -3.21 -3.95  0.00
40 H -0.71 -3.68 -2.35  0.00
41 H 0.13 -2.42 -3.25  0.00
42 H -3.42 -2.13 -3.61  0.00
43 H -3.95 -0.40 5.22  0.00
44 H -2.44 -2.10 5.89  0.00
45 H -0.81 -1.81 5.24  0.00
46 H -1.79 -3.09 4.57  0.00
47 H -6.45 -0.18 2.66  0.00
48 H -7.31 0.96 3.71  0.00
49 H -6.26 -0.27 4.42  0.00
50 H -5.48 1.82 1.38  0.00
51 H -4.62 3.08 2.25  0.00
52 H -6.37 2.90 2.48  0.00
53 H -5.00 1.55 5.67  0.00
54 H -6.00 2.80 4.92  0.00
55 H -4.24 2.87 4.78  0.00
56 H -0.25 5.49 0.04  0.01
57 H 1.10 5.44 2.00  0.00
58 H 1.96 3.88 2.07  -0.01
59 H 0.69 4.22 3.24  0.00
60 H -2.24 2.62 -2.99  0.00
61 H -0.83 3.57 -3.47  0.00
62 H -2.45 4.07 -3.99  0.00
63 H -3.94 3.68 -1.27  -0.01
64 H -4.06 5.03 -2.41  0.00
65 H -3.64 5.33 -0.71  0.00
66 H -0.36 5.82 -2.38  0.00
67 H -1.58 6.54 -1.32  0.00
68 H -1.93 6.32 -3.03  0.00
69 H -5.83 0.69 -0.80  0.00
70 H -6.77 1.15 -2.23  0.00
71 H -5.16 1.84 -1.96  0.00
72 H -6.18 -1.77 -1.52  0.00
73 H -5.70 -2.28 -3.14  0.00
74 H -7.07 -1.20 -2.93  0.00
75 H -4.37 1.07 -4.23  0.00
76 H -6.02 0.49 -4.51  0.00
77 H -4.66 -0.60 -4.76  0.00
78 S 2.46 1.78 -0.08  0.08
79 P 3.75 0.31 -0.28  0.00
80 C 3.15 -1.04 0.82  -0.13
81 P 2.64 -2.79 0.90  0.05
82 S 3.00 -0.43 2.43  -0.02
83 C 3.07 -3.61 -0.67  0.00
84 C 4.35 -3.51 -1.23  0.00
85 C 4.65 -4.20 -2.39  0.00
86 C 3.69 -5.02 -2.98  0.00
87 C 2.43 -5.14 -2.42  0.00
88 C 2.12 -4.43 -1.26  -0.02
89 C 3.91 -3.56 1.97  0.02
90 C 5.10 -2.97 2.38  0.00
91 C 5.98 -3.66 3.20  -0.01
92 C 5.68 -4.96 3.61  0.00
93 C 4.51 -5.56 3.18  0.00
94 C 3.63 -4.87 2.37  0.01
95 C 3.97 -0.06 -2.04  0.00
96 C 4.80 0.84 -2.71  -0.01
97 C 4.93 0.77 -4.09  0.00
98 C 4.24 -0.20 -4.80  0.00
99 C 3.41 -1.09 -4.14  0.00
100 C 3.26 -1.01 -2.76  -0.01
101 C 5.41 0.60 0.37  -0.01
102 C 5.58 1.52 1.40  0.00
103 C 6.80 1.59 2.07  0.00
104 C 7.84 0.75 1.70  0.00
105 C 7.68 -0.15 0.65  0.00
106 C 6.46 -0.23 -0.01  0.00
107 H 5.09 -2.89 -0.75  0.00
108 H 5.63 -4.12 -2.83  0.00
109 H 3.94 -5.56 -3.88  0.00
110 H 1.69 -5.78 -2.87  0.00
111 H 1.14 -4.51 -0.81  0.00
112 H 5.35 -1.96 2.08  0.00
113 H 6.89 -3.19 3.53  0.00
114 H 6.36 -5.49 4.26  0.00
115 H 4.28 -6.58 3.49  0.00
116 H 2.70 -5.34 2.04  0.00
117 H 5.33 1.60 -2.15  0.00
118 H 5.56 1.48 -4.61  0.00
119 H 4.36 -0.27 -5.88  0.00
120 H 2.87 -1.85 -4.69  0.00
121 H 2.58 -1.69 -2.26  0.02
122 H 4.76 2.17 1.68  0.00
123 H 6.93 2.30 2.88  0.00
124 H 8.78 0.80 2.23  0.00
125 H 8.49 -0.79 0.36  0.00
126 H 6.33 -0.92 -0.84  0.00

Output
Gap between HOMO and LUMO (alpha / beta): 4.6 / 6.9 eV
Net charge: +1
Total energy: -171637.300 eV
HOMO energy (alpha / beta): -8.185 / -10.086 eV
Relative energy (zero: lowest compared OMol25 entry of this formula, charge and spin): 37.1 kcal per mole
<S²>: 8.93
Spin multiplicity: 6